Record 1
Density functional theory data (ωB97M-V/def2-TZVPD) for the ion C8H11N4O with charge +1 at a distorted geometry.

Bonds (Å) are listed after each position.
Positions of all 24 atoms, in Å:
1 C -2.31 1.40 -0.95  N2 1.414, H14 1.163, H15 1.090, H16 1.141
2 N -2.11 0.06 -1.33  C1 1.414, N3 1.214
3 N -1.69 -0.83 -0.61  N2 1.214, C4 1.257
4 C -0.87 -1.55 0.01  N3 1.257, N5 1.324, C6 1.557
5 N -1.04 -2.71 0.63  C4 1.324, H17 1.039, H18 1.028
6 C 0.48 -0.86 -0.34  C4 1.557, N7 1.339, C11 1.386
7 N 1.03 -0.93 -1.56  C6 1.339, C8 1.280
8 C 2.03 -0.26 -1.98  N7 1.280, C9 1.401, H19 1.076
9 C 2.69 0.54 -1.03  C8 1.401, C10 1.389, H20 1.114
10 C 2.21 0.67 0.26  C9 1.389, C11 1.425, H21 1.130
11 C 1.02 -0.02 0.63  C6 1.386, C10 1.425, C12 1.512
12 C 0.27 0.53 1.82  C11 1.512, O13 1.371, H22 1.131, H23 1.144
13 O -1.06 0.73 1.56  C12 1.371, H24 1.024
14 H -1.83 2.06 -1.78  C1 1.163
15 H -3.36 1.68 -1.01  C1 1.090
16 H -1.83 1.66 0.05  C1 1.141
17 H -0.22 -3.16 1.08  N5 1.039
18 H -1.86 -3.33 0.64  N5 1.028
19 H 2.27 -0.25 -3.03  C8 1.076
20 H 3.68 1.01 -1.24  C9 1.114
21 H 2.78 1.26 1.04  C10 1.130
22 H 0.72 1.55 2.02  C12 1.131
23 H 0.45 -0.25 2.64  C12 1.144
24 H -1.47 0.99 2.46  O13 1.024

Output
- Spin multiplicity: 1
- Frontier orbital gap: 8.489 eV
- LUMO: -4.6 eV
- Total charge: +1
- Energy above the lowest of the compared OMol25 structures with the same formula, charge and spin: 73.0 kcal per mole
- Total energy: -16471.79046 eV

In elementary charge units, the natural (NBO) charges are:
1. C -0.5241
2. N 0.0580
3. N -0.0143
4. C 0.4340
5. N -0.7657
6. C 0.1277
7. N -0.3956
8. C 0.0662
9. C -0.2084
10. C -0.1684
11. C -0.0492
12. C -0.0964
13. O -0.7350
14. H 0.2663
15. H 0.2703
16. H 0.2559
17. H 0.4354
18. H 0.4443
19. H 0.2222
20. H 0.2418
21. H 0.2446
22. H 0.1959
23. H 0.1898
24. H 0.5049



Record 2
Density functional theory data (ωB97M-V/def2-TZVPD) for the ion C8H11N4S with charge +1 at a distorted geometry.

Bonds (Å) are listed after each position.
Positions of all 24 atoms, in Å:
1 C 2.99 -0.03 0.29  C2 1.494, H14 1.075, H15 1.127, H16 1.097
2 C 1.57 0.44 0.20  C1 1.494, N3 1.371, C13 1.418
3 N 1.27 1.71 0.59  C2 1.371, C4 1.299
4 C 0.08 2.24 0.62  N3 1.299, C5 1.364, H17 1.057
5 C -1.12 1.64 0.34  C4 1.364, C6 1.470, N7 1.375
6 C -2.43 2.30 0.42  C5 1.470, H18 1.050, H19 1.145, H20 1.100
7 N -1.11 0.32 -0.04  C5 1.375, C8 1.347, C13 1.703
8 C -2.00 -0.63 -0.39  N7 1.347, S9 1.647, N10 1.343
9 S -3.63 -0.50 -0.53  C8 1.647
10 N -1.30 -1.75 -0.63  C8 1.343, N11 1.429, H21 1.046
11 N 0.10 -1.59 -0.42  N10 1.429, C12 1.430, C13 1.307
12 C 1.05 -2.64 -0.61  N11 1.430, H22 1.051, H23 1.084, H24 1.177
13 C 0.44 -0.37 -0.08  C2 1.418, N7 1.703, N11 1.307
14 H 3.50 0.61 0.98  C1 1.075
15 H 3.12 -1.09 0.67  C1 1.127
16 H 3.45 -0.03 -0.71  C1 1.097
17 H 0.04 3.29 0.73  C4 1.057
18 H -3.01 2.61 -0.40  C6 1.050
19 H -3.10 1.50 0.91  C6 1.145
20 H -2.34 3.26 0.95  C6 1.100
21 H -1.64 -2.65 -1.05  N10 1.046
22 H 0.75 -3.54 -0.15  C12 1.051
23 H 1.30 -2.77 -1.66  C12 1.084
24 H 2.02 -2.30 -0.04  C12 1.177

Output
- Spin multiplicity: 1
- Frontier orbital gap: 6.872 eV
- LUMO: -5.2 eV
- Total charge: +1
- Energy above the lowest of the compared OMol25 structures with the same formula, charge and spin: 55.7 kcal per mole
- Total energy: -25260.39101 eV

In elementary charge units, the natural (NBO) charges are:
1. C -0.6437
2. C 0.0909
3. N -0.2630
4. C -0.0495
5. C 0.3092
6. C -0.6966
7. N -0.3364
8. C 0.1956
9. S -0.0665
10. N -0.3700
11. N -0.1823
12. C -0.4275
13. C 0.4590
14. H 0.2722
15. H 0.2226
16. H 0.2514
17. H 0.2260
18. H 0.2811
19. H 0.2760
20. H 0.2535
21. H 0.4715
22. H 0.2423
23. H 0.2374
24. H 0.2469



Record 3
Density functional theory data (ωB97M-V/def2-TZVPD) for an isolated molecule of C8H11N5 at a distorted geometry.

Bonds (Å) are listed after each position.
Positions of all 24 atoms, in Å:
1 C -0.78 3.44 0.73  N2 1.434, H14 1.146, H15 1.142, H16 1.211
2 N -0.29 2.11 0.94  C1 1.434, C3 1.522, C4 1.366
3 C -0.05 2.07 2.45  N2 1.522, H17 1.108, H18 1.125, H19 1.031
4 C -0.19 1.06 0.07  N2 1.366, N5 1.352, C9 1.410
5 N -0.82 1.31 -1.10  C4 1.352, C6 1.294
6 C -0.82 0.42 -2.04  N5 1.294, N7 1.336, H20 1.156
7 N -0.23 -0.78 -2.04  C6 1.336, C8 1.264
8 C 0.20 -1.07 -0.88  N7 1.264, C9 1.468, N12 1.366
9 C 0.33 -0.23 0.31  C4 1.410, C8 1.468, N10 1.363
10 N 0.62 -0.96 1.42  C9 1.363, C11 1.259
11 C 0.82 -2.12 0.96  N10 1.259, N12 1.353, H21 1.133
12 N 0.59 -2.27 -0.37  C8 1.366, C11 1.353, C13 1.402
13 C 0.80 -3.46 -1.08  N12 1.402, H22 1.144, H23 1.079, H24 1.107
14 H -0.85 3.66 -0.39  C1 1.146
15 H -0.13 4.19 1.29  C1 1.142
16 H -1.95 3.35 1.01  C1 1.211
17 H -1.02 2.27 2.94  C3 1.108
18 H 0.22 1.00 2.65  C3 1.125
19 H 0.70 2.71 2.73  C3 1.031
20 H -1.49 0.67 -2.94  C6 1.156
21 H 1.29 -3.05 1.39  C11 1.133
22 H -0.02 -4.19 -0.75  C13 1.144
23 H 0.60 -3.27 -2.12  C13 1.079
24 H 1.82 -3.84 -0.91  C13 1.107

Output
- Spin multiplicity: 1
- Frontier orbital gap: 8.687 eV
- LUMO: 0.9 eV
- Total charge: 0
- Energy above the lowest of the compared OMol25 structures with the same formula, charge and spin: 29.4 kcal per mole
- Total energy: -15923.67454 eV

In elementary charge units, the natural (NBO) charges are:
1. C -0.4256
2. N -0.3979
3. C -0.4143
4. C 0.4266
5. N -0.5319
6. C 0.2914
7. N -0.5366
8. C 0.3627
9. C -0.0517
10. N -0.4581
11. C 0.2351
12. N -0.3735
13. C -0.4164
14. H 0.2391
15. H 0.2104
16. H 0.1935
17. H 0.1963
18. H 0.2394
19. H 0.1929
20. H 0.1756
21. H 0.1879
22. H 0.2045
23. H 0.2407
24. H 0.2098



Record 4
Density functional theory data (ωB97M-V/def2-TZVPD) for the ion C8H11N5 with charge +2 at a distorted geometry.

Bonds (Å) are listed after each position.
Positions of all 24 atoms, in Å:
1 C 1.81 0.82 -1.84  C2 1.556, H14 1.034, H15 1.130, H16 1.222
2 C 0.61 -0.06 -1.39  C1 1.556, C3 1.307, C13 1.559
3 C 0.16 -0.37 -0.20  C2 1.307, C4 1.343
4 C -0.66 -0.99 0.67  C3 1.343, N5 1.320, N10 1.421
5 N -1.08 -0.77 1.90  C4 1.320, C6 1.327, H17 1.071
6 C -0.95 0.10 2.89  N5 1.327, N7 1.313, H18 1.071
7 N -0.26 1.20 2.69  C6 1.313, C8 1.179
8 C -0.07 2.35 2.88  N7 1.179, N9 1.288
9 N 0.40 3.52 3.15  C8 1.288, H19 1.073, H20 1.089
10 N -1.22 -2.18 0.14  C4 1.421, N11 1.174
11 N -1.29 -2.61 -0.95  N10 1.174, C12 1.476
12 C -0.57 -2.32 -2.20  N11 1.476, C13 1.549, H21 1.028, H22 1.047
13 C -0.14 -0.86 -2.50  C2 1.559, C12 1.549, H23 1.169, H24 1.103
14 H 2.24 1.43 -1.13  C1 1.034
15 H 1.49 1.22 -2.85  C1 1.130
16 H 2.65 0.05 -2.27  C1 1.222
17 H -1.75 -1.57 2.17  N5 1.071
18 H -1.42 0.02 3.85  C6 1.071
19 H 0.43 4.26 2.37  N9 1.073
20 H 1.14 3.79 3.91  N9 1.089
21 H -1.18 -2.65 -2.95  C12 1.028
22 H 0.19 -3.05 -2.19  C12 1.047
23 H -1.05 -0.21 -2.83  C13 1.169
24 H 0.52 -1.14 -3.34  C13 1.103

Output
- Spin multiplicity: 1
- Frontier orbital gap (spin up / spin down): 6.650 / 5.998 eV
- LUMO (spin up / spin down): -8.9 / -9.3 eV
- Total charge: +2
- Energy above the lowest of the compared OMol25 structures with the same formula, charge and spin: 171.3 kcal per mole
- Total energy: -15900.20163 eV

In elementary charge units, the natural (NBO) charges are:
1. C -0.6313
2. C 0.0465
3. C 0.1543
4. C 0.1367
5. N -0.4038
6. C 0.1496
7. N -0.3309
8. C 0.7453
9. N -0.7774
10. N -0.0171
11. N 0.0796
12. C -0.2931
13. C -0.4536
14. H 0.2435
15. H 0.2714
16. H 0.2723
17. H 0.4762
18. H 0.2634
19. H 0.4800
20. H 0.4947
21. H 0.2616
22. H 0.2637
23. H 0.2764
24. H 0.2918



Record 5
Density functional theory data (ωB97M-V/def2-TZVPD) for the ion C8H11N6 with charge +1 at a distorted geometry.

Bonds (Å) are listed after each position.
Positions of all 25 atoms, in Å:
1 N 3.02 -1.15 0.21  C2 1.359, H15 1.009, H16 1.006
2 C 1.81 -0.94 -0.36  N1 1.359, N3 1.264, N14 1.405
3 N 1.60 0.08 -1.08  C2 1.264, C4 1.424
4 C 0.33 0.39 -1.65  N3 1.424, C5 1.570, N13 1.446, H17 1.096
5 C -0.79 -0.68 -1.38  C4 1.570, C6 1.530, H18 1.089, H19 1.092
6 C -0.52 -1.66 -0.24  C5 1.530, N7 1.601, N14 1.383, H20 1.094
7 N -1.15 -1.27 1.18  C6 1.601, C8 1.260, H21 1.013
8 C -1.54 -0.13 1.56  N7 1.260, N9 1.178
9 N -1.94 0.98 1.58  C8 1.178, C10 1.365
10 C -1.80 2.33 1.54  N9 1.365, C11 1.340, H22 1.078
11 C -0.88 2.89 0.73  C10 1.340, C12 1.465, H23 1.079
12 C 0.00 1.99 -0.02  C11 1.465, N13 1.260, H24 1.104
13 N -0.22 1.65 -1.21  C4 1.446, C12 1.260
14 N 0.83 -1.90 -0.05  C2 1.405, C6 1.383, H25 1.009
15 H 3.75 -0.55 -0.14  N1 1.009
16 H 3.31 -2.09 0.41  N1 1.006
17 H 0.48 0.49 -2.74  C4 1.096
18 H -1.74 -0.16 -1.24  C5 1.089
19 H -0.88 -1.29 -2.28  C5 1.092
20 H -1.07 -2.59 -0.42  C6 1.094
21 H -1.14 -2.04 1.83  N7 1.013
22 H -2.54 2.88 2.10  C10 1.078
23 H -0.83 3.96 0.61  C11 1.079
24 H 0.78 1.51 0.60  C12 1.104
25 H 1.12 -2.71 0.46  N14 1.009

Output
- Spin multiplicity: 1
- Frontier orbital gap: 8.393 eV
- LUMO: -4.2 eV
- Total charge: +1
- Energy above the lowest of the compared OMol25 structures with the same formula, charge and spin: 92.6 kcal per mole
- Total energy: -17406.26852 eV

In elementary charge units, the natural (NBO) charges are:
1. N -0.7993
2. C 0.5920
3. N -0.5513
4. C 0.0732
5. C -0.4601
6. C 0.1684
7. N -0.6242
8. C 0.7346
9. N -0.2908
10. C -0.0752
11. C -0.1403
12. C 0.0476
13. N -0.3514
14. N -0.6309
15. H 0.4209
16. H 0.3913
17. H 0.2182
18. H 0.2491
19. H 0.2591
20. H 0.2300
21. H 0.4431
22. H 0.2511
23. H 0.2594
24. H 0.1784
25. H 0.4073



Record 6
Density functional theory data (ωB97M-V/def2-TZVPD) for the ion C8H11N6S with charge +1 at a distorted geometry.

Bonds (Å) are listed after each position.
Positions of all 26 atoms, in Å:
1 C 3.40 -2.31 -0.22  N2 1.445, H16 1.087, H17 1.092, H18 1.088
2 N 2.76 -1.03 0.03  C1 1.445, C3 1.451, C4 1.301
3 C 3.64 0.10 0.27  N2 1.451, H19 1.088, H20 1.092, H21 1.090
4 C 1.47 -0.90 -0.03  N2 1.301, N5 1.323, H22 1.088
5 N 0.80 0.23 0.07  C4 1.323, C6 1.410, H23 1.013
6 C -0.61 0.28 0.03  N5 1.410, C7 1.383, N15 1.318
7 C -1.25 1.51 -0.01  C6 1.383, C8 1.410, H24 1.075
8 C -2.66 1.54 -0.04  C7 1.410, N9 1.335, N10 1.338
9 N -3.32 2.70 -0.10  C8 1.335, H25 1.005, H26 1.008
10 N -3.33 0.38 -0.02  C8 1.338, C11 1.322, C13 1.715
11 C -4.65 0.31 0.00  N10 1.322, N12 1.145
12 N -5.80 0.25 0.02  C11 1.145
13 C -2.47 -1.10 0.02  N10 1.715, S14 1.591, N15 1.290
14 S -3.37 -2.42 0.03  C13 1.591
15 N -1.20 -0.90 0.05  C6 1.318, C13 1.290
16 H 2.69 -3.12 -0.12  C1 1.087
17 H 3.81 -2.33 -1.23  C1 1.092
18 H 4.21 -2.46 0.49  C1 1.088
19 H 4.62 -0.26 0.58  C3 1.088
20 H 3.77 0.70 -0.63  C3 1.092
21 H 3.24 0.73 1.06  C3 1.090
22 H 0.84 -1.78 -0.16  C4 1.088
23 H 1.27 1.12 0.15  N5 1.013
24 H -0.71 2.43 -0.01  C7 1.075
25 H -2.82 3.58 -0.12  N9 1.005
26 H -4.32 2.73 -0.11  N9 1.008

Output
- Spin multiplicity: 1
- Frontier orbital gap: 7.601 eV
- LUMO: -4.1 eV
- Total charge: +1
- Energy above the lowest of the compared OMol25 structures with the same formula, charge and spin: 0.0 kcal per mole
- Total energy: -28243.11165 eV

In elementary charge units, the natural (NBO) charges are:
1. C -0.4106
2. N -0.3027
3. C -0.4426
4. C 0.4004
5. N -0.5448
6. C 0.4504
7. C -0.4453
8. C 0.5190
9. N -0.7353
10. N -0.5077
11. C 0.3887
12. N -0.2545
13. C 0.2183
14. S 0.0913
15. N -0.6069
16. H 0.2360
17. H 0.2293
18. H 0.2309
19. H 0.2495
20. H 0.2314
21. H 0.2226
22. H 0.2689
23. H 0.4287
24. H 0.2303
25. H 0.4210
26. H 0.4336



Record 7
Density functional theory data (ωB97M-V/def2-TZVPD) for an isolated molecule of C8H11NO at a distorted geometry.

Bonds (Å) are listed after each position.
Positions of all 21 atoms, in Å:
1 C 2.92 0.15 -0.08  C2 1.326, H11 1.062, H12 1.014
2 C 1.66 0.06 -0.48  C1 1.326, C3 1.463, H13 1.080
3 C 0.58 1.02 -0.21  C2 1.463, C4 1.329, C5 1.575
4 C 0.82 2.31 -0.02  C3 1.329, H14 1.012, H15 1.069
5 C -0.90 0.49 -0.17  C3 1.575, C6 1.568, N9 1.525, H16 1.074
6 C -1.49 0.64 1.28  C5 1.568, C7 1.616, H17 1.114, H18 1.101
7 C -1.86 -0.93 1.09  C6 1.616, O8 1.190, N9 1.319
8 O -2.50 -1.71 1.71  C7 1.190
9 N -1.15 -1.01 -0.02  C5 1.525, C7 1.319, C10 1.431
10 C -0.91 -2.02 -1.00  N9 1.431, H19 1.115, H20 1.119, H21 1.097
11 H 3.65 -0.59 -0.30  C1 1.062
12 H 3.18 0.84 0.61  C1 1.014
13 H 1.47 -0.81 -1.09  C2 1.080
14 H -0.08 2.76 0.11  C4 1.012
15 H 1.77 2.81 -0.04  C4 1.069
16 H -1.43 0.88 -1.02  C5 1.074
17 H -2.34 1.34 1.39  C6 1.114
18 H -0.75 0.63 2.10  C6 1.101
19 H -1.87 -2.40 -1.43  C10 1.115
20 H -0.34 -1.52 -1.82  C10 1.119
21 H -0.44 -2.92 -0.58  C10 1.097

Output
- Spin multiplicity: 1
- Frontier orbital gap: 9.718 eV
- LUMO: 0.6 eV
- Total charge: 0
- Energy above the lowest of the compared OMol25 structures with the same formula, charge and spin: 68.9 kcal per mole
- Total energy: -12009.41127 eV

In elementary charge units, the natural (NBO) charges are:
1. C -0.3469
2. C -0.2241
3. C -0.0277
4. C -0.3857
5. C -0.0534
6. C -0.5056
7. C 0.7054
8. O -0.5973
9. N -0.4347
10. C -0.4210
11. H 0.1973
12. H 0.1802
13. H 0.1974
14. H 0.1904
15. H 0.2158
16. H 0.2061
17. H 0.2291
18. H 0.2376
19. H 0.2050
20. H 0.2113
21. H 0.2208



Record 8
Density functional theory data (ωB97M-V/def2-TZVPD) for an isolated molecule of C8H11NO at a distorted geometry.

Bonds (Å) are listed after each position.
Positions of all 21 atoms, in Å:
1 C -2.83 -0.21 0.13  C2 1.549, C3 1.382, C4 1.348
2 C -1.58 -0.68 -0.65  C1 1.549, C5 1.406, N9 1.265
3 C -2.43 1.10 0.33  C1 1.382, O10 1.199
4 C -3.72 -1.09 0.63  C1 1.348, H11 1.087, H12 1.011
5 C -0.61 -0.31 0.29  C2 1.406, C8 1.522, H13 1.060
6 C 0.83 1.41 -0.96  C8 1.589, H14 1.162, H15 1.100, H16 1.164
7 C 2.03 -0.02 0.79  C8 1.572, H17 1.107, H18 1.122, H19 1.198
8 C 0.80 0.03 -0.19  C5 1.522, C6 1.589, C7 1.572, H20 1.127
9 N -1.80 -1.06 -1.84  C2 1.265, H21 1.012
10 O -2.29 2.28 0.17  C3 1.199
11 H -4.11 -0.86 1.62  C4 1.087
12 H -3.75 -2.06 0.36  C4 1.011
13 H -0.84 -0.26 1.33  C5 1.060
14 H 1.87 1.48 -1.46  C6 1.162
15 H 0.52 2.26 -0.33  C6 1.100
16 H 0.01 1.62 -1.77  C6 1.164
17 H 2.05 -0.57 1.75  C7 1.107
18 H 2.36 1.04 0.95  C7 1.122
19 H 2.92 -0.50 0.14  C7 1.198
20 H 0.86 -0.79 -0.96  C8 1.127
21 H -1.05 -1.60 -2.26  N9 1.012

Output
- Spin multiplicity: 1
- Frontier orbital gap (spin up / spin down): 6.805 / 6.814 eV
- LUMO (spin up / spin down): -0.8 / -0.8 eV
- Total charge: 0
- Energy above the lowest of the compared OMol25 structures with the same formula, charge and spin: 140.9 kcal per mole
- Total energy: -12006.29109 eV

In elementary charge units, the natural (NBO) charges are:
1. C -0.2349
2. C 0.2413
3. C 0.7341
4. C -0.2798
5. C -0.3389
6. C -0.6290
7. C -0.6187
8. C -0.2567
9. N -0.6830
10. O -0.4387
11. H 0.2033
12. H 0.2140
13. H 0.2278
14. H 0.2155
15. H 0.2175
16. H 0.2248
17. H 0.2249
18. H 0.2152
19. H 0.2120
20. H 0.2029
21. H 0.3463



Question: energy above the lowest of the compared OMol25 structures with the same formula, charge and spin of number 5 (C8H11N6)?
Answer: 92.6 kcal per mole